{
  "formula": "C2H4ClN2P",
  "method": "ωB97M-V/def2-TZVPD",
  "symbols": ["Cl", "P", "N", "N", "C", "C", "H", "H", "H", "H"],
  "coordinates": [[-3.78, -1.45, 1.14], [-2.11, -1.11, 0.43], [-0.93, -1.89, -0.18], [-1.87, 0.35, 0.73], [0.11, -0.81, -0.22], [-0.56, 0.54, 0.14], [-0.97, 1.15, -0.82], [0.02, 1.20, 0.78], [0.58, -0.77, -1.14], [0.89, -1.12, 0.53]],
  "e_lumo_ev": [0.83, -2.53],
  "s_squared": 2.028,
  "spin_multiplicity": 3
}

=====

{
  "formula": "C2H4ClNO3",
  "method": "ωB97M-V/def2-TZVPD",
  "symbols": ["Cl", "O", "O", "O", "N", "C", "C", "H", "H", "H", "H"],
  "coordinates": [[0.51, 2.17, 1.21], [1.03, -0.60, -0.11], [-2.74, 0.14, 0.68], [-1.94, 1.25, 2.34], [-1.73, 0.82, 1.18], [-0.46, 1.00, 0.63], [-0.15, 0.27, -0.59], [0.16, 0.59, -1.54], [-1.04, -0.45, -0.91], [1.42, -0.02, 0.58], [-2.55, -0.29, -0.39]],
  "smiles": "[O-]/[N+](O)=C(\\Cl)CO",
  "e_lumo_ev": -0.22
}

=====

{
  "formula": "C2H4ClNOS",
  "method": "ωB97M-V/def2-TZVPD",
  "symbols": ["Cl", "S", "O", "N", "C", "C", "H", "H", "H", "H"],
  "coordinates": [[1.79, -1.17, -0.33], [-1.31, -1.58, 0.10], [-0.19, 2.09, -0.29], [-1.17, 0.03, -0.38], [1.11, 0.27, 0.54], [-0.11, 0.89, -0.10], [0.82, 0.08, 1.60], [1.88, 1.06, 0.51], [-2.03, 0.52, -0.64], [-0.79, -2.20, -1.00]],
  "smiles": "O=C(CCl)NS",
  "e_lumo_ev": 0.59
}

=====

{
  "formula": "C2H4ClNS",
  "method": "ωB97M-V/def2-TZVPD",
  "symbols": ["Cl", "S", "N", "C", "C", "H", "H", "H", "H"],
  "coordinates": [[-0.70, -2.33, 0.78], [2.44, 0.91, 0.05], [0.11, -0.93, 0.20], [1.42, 1.94, -0.35], [-0.83, 0.14, 0.00], [-1.38, 0.03, -0.83], [-0.35, 1.09, 0.01], [0.55, -1.12, -0.79], [-1.27, 0.25, 0.92]],
  "e_lumo_ev": -0.05
}

=====

{
  "formula": "C2H4ClNS2",
  "method": "ωB97M-V/def2-TZVPD",
  "symbols": ["Cl", "S", "S", "N", "C", "C", "H", "H", "H", "H"],
  "coordinates": [[2.55, -0.71, -0.03], [-2.17, -1.51, 0.05], [-1.31, 1.43, -0.03], [-0.50, -1.01, 0.08], [-0.22, 0.31, 0.14], [1.23, 0.55, 0.14], [1.73, 1.25, 0.90], [1.40, 1.26, -0.60], [-2.99, 0.11, -0.27], [0.27, -1.67, -0.37]],
  "e_lumo_ev": -0.08
}

=====

{
  "formula": "C2H4ClOP",
  "method": "ωB97M-V/def2-TZVPD",
  "symbols": ["Cl", "P", "O", "C", "C", "H", "H", "H", "H"],
  "coordinates": [[4.63, -0.71, -0.16], [3.48, 0.92, 0.24], [0.79, 0.98, -0.16], [-0.58, 0.51, 0.06], [1.90, 0.22, -0.02], [1.80, -0.85, 0.03], [-0.79, -0.44, -0.47], [-0.67, 0.53, 1.06], [-1.20, 1.17, -0.51]],
  "smiles": "CO/C=P/Cl",
  "e_lumo_ev": 0.34
}

=====

{
  "formula": "C2H4ClP",
  "method": "ωB97M-V/def2-TZVPD",
  "symbols": ["Cl", "P", "C", "C", "H", "H", "H", "H"],
  "coordinates": [[-0.64, 0.10, -3.28], [-0.95, 0.89, -1.10], [0.12, -0.08, -0.33], [0.18, -0.01, 1.07], [1.13, -0.31, 1.41], [0.63, -0.85, -0.79], [-0.01, 0.96, 1.44], [-0.47, -0.71, 1.60]],
  "smiles": "C/C=P/Cl",
  "e_lumo_ev": -0.10
}

=====

{
  "formula": "C2H4ClP",
  "method": "ωB97M-V/def2-TZVPD",
  "symbols": ["Cl", "P", "C", "C", "H", "H", "H", "H"],
  "coordinates": [[-1.44, -1.04, -2.49], [-2.88, 0.32, -2.48], [0.24, 0.03, 1.23], [1.30, 0.23, 0.53], [0.06, -0.30, 2.23], [-0.69, 0.01, 0.64], [2.31, 0.38, 0.86], [1.09, 0.36, -0.52]],
  "e_lumo_ev": [-1.38, -1.39]
}

=====

{
  "formula": "C2H4CsO2",
  "method": "ωB97M-V/def2-TZVPD",
  "symbols": ["Cs", "O", "O", "C", "C", "H", "H", "H", "H"],
  "coordinates": [[-0.77, 1.38, -1.23], [-1.44, -1.34, -0.07], [0.76, -0.65, 0.76], [-0.59, -2.36, -0.07], [0.82, -2.03, 0.35], [0.18, -0.65, 1.69], [1.08, -2.64, 1.23], [-0.97, -3.37, 0.12], [1.59, -2.32, -0.40]],
  "e_lumo_ev": [-0.68, -0.70],
  "s_squared": 0.754,
  "spin_multiplicity": 2
}

=====

{
  "formula": "C2H4F2",
  "method": "ωB97M-V/def2-TZVPD",
  "symbols": ["F", "F", "C", "C", "H", "H", "H", "H"],
  "coordinates": [[0.37, 1.75, -0.11], [-1.38, 0.59, -0.72], [0.40, -0.68, 0.01], [-0.39, 0.62, 0.15], [-0.06, -1.47, 0.50], [-0.81, 0.69, 1.22], [0.23, -0.97, -1.24], [1.64, -0.52, 0.19]],
  "smiles": "CC(F)F",
  "e_lumo_ev": 1.11
}

=====

{
  "formula": "C2H4F2IN",
  "method": "ωB97M-V/def2-TZVPD",
  "symbols": ["I", "F", "F", "N", "C", "C", "H", "H", "H", "H"],
  "coordinates": [[-2.35, 0.97, -0.19], [-1.93, -1.77, -1.10], [-1.50, -1.53, 1.06], [1.30, 1.09, 0.38], [-1.34, -1.00, -0.17], [1.31, 0.06, -0.36], [1.76, -0.77, 0.01], [0.67, 0.29, -1.24], [0.63, 1.77, 0.20], [1.45, 0.89, 1.41]],
  "e_lumo_ev": [-0.21, -0.72]
}

=====

{
  "formula": "C2H4F2N3O",
  "method": "ωB97M-V/def2-TZVPD",
  "symbols": ["F", "F", "O", "N", "N", "N", "C", "C", "H", "H", "H", "H"],
  "coordinates": [[-1.86, -0.60, -1.11], [-1.87, -0.88, 1.02], [-1.40, 1.15, 0.27], [1.07, -1.54, -0.09], [0.84, 0.85, -0.05], [-0.20, 1.79, -0.14], [-1.36, -0.17, 0.04], [0.46, -0.40, -0.06], [0.54, -2.41, -0.11], [-0.07, 2.59, 0.50], [2.08, -1.62, -0.13], [1.77, 1.23, -0.13]],
  "smiles": "[NH2+]=C1NNOC1(F)F",
  "charge": 1,
  "e_lumo_ev": -3.63
}

=====

{
  "formula": "C2H4F2N3O",
  "method": "ωB97M-V/def2-TZVPD",
  "symbols": ["F", "F", "O", "N", "N", "N", "C", "C", "H", "H", "H", "H"],
  "coordinates": [[1.55, -1.69, -0.69], [-1.91, 1.43, -0.24], [2.05, 0.61, -0.49], [1.58, 1.21, 0.62], [0.51, 0.86, 1.04], [-0.87, -1.04, 0.59], [1.12, -0.36, -0.73], [0.06, -0.20, 0.33], [-2.44, 2.27, -0.09], [-1.47, -0.99, 1.40], [0.66, -0.26, -1.74], [-0.83, -1.83, 0.00]],
  "charge": 1,
  "e_lumo_ev": -6.86
}

=====

{
  "formula": "C2H4F2O",
  "method": "ωB97M-V/def2-TZVPD",
  "symbols": ["F", "F", "O", "C", "C", "H", "H", "H", "H"],
  "coordinates": [[-0.61, 0.82, -1.73], [-1.51, -0.02, 0.23], [0.69, -0.70, 1.33], [-0.48, 0.00, -0.59], [0.79, 0.33, 0.38], [0.66, 1.30, 0.71], [1.73, 0.34, -0.35], [-0.85, -1.06, 0.88], [-0.42, -1.01, -0.86]],
  "e_lumo_ev": -0.05
}

=====

{
  "formula": "C2H4F3NO2P",
  "method": "ωB97M-V/def2-TZVPD",
  "symbols": ["P", "F", "F", "F", "O", "O", "N", "C", "C", "H", "H", "H", "H"],
  "coordinates": [[-0.63, -1.10, 0.20], [-2.79, 0.38, 1.47], [-2.53, 0.49, -0.68], [-3.53, -1.18, 0.20], [-1.04, -1.82, -1.26], [0.20, 0.07, -0.19], [3.03, 2.03, 0.44], [-2.43, -0.39, 0.36], [2.97, 0.89, -0.10], [3.02, 0.81, -1.21], [2.80, 1.93, 1.47], [-1.90, -2.07, -1.00], [2.85, -0.05, 0.32]],
  "charge": -1,
  "e_lumo_ev": 4.11
}

=====

{
  "formula": "C2H4F3NO2S",
  "method": "ωB97M-V/def2-TZVPD",
  "symbols": ["S", "F", "F", "F", "O", "O", "N", "C", "C", "H", "H", "H", "H"],
  "coordinates": [[0.76, 0.75, -0.06], [1.97, -1.61, -0.69], [3.43, 0.00, -0.33], [2.45, -0.93, 1.25], [-3.50, -0.51, -0.79], [1.35, 1.21, -1.53], [1.28, 1.81, 0.91], [2.27, -0.50, 0.02], [-4.01, -1.13, 0.11], [0.89, 1.70, 1.80], [-4.78, -1.77, -0.22], [-3.64, -1.15, 1.17], [1.51, 2.13, -1.64]],
  "e_lumo_ev": 0.44
}

=====

{
  "formula": "C2H4F3O",
  "method": "ωB97M-V/def2-TZVPD",
  "symbols": ["F", "F", "F", "O", "C", "C", "H", "H", "H", "H"],
  "coordinates": [[1.69, 1.80, 2.04], [0.95, -0.16, 2.58], [2.71, 0.03, 1.34], [-0.67, 0.50, -1.48], [1.49, 0.55, 1.57], [-1.53, -0.55, -1.63], [0.82, 0.55, 0.62], [-1.02, -1.55, -1.67], [-2.15, -0.51, -2.56], [-2.27, -0.65, -0.80]],
  "charge": -1,
  "e_lumo_ev": 3.97
}

=====

{
  "formula": "C2H4FNO",
  "method": "ωB97M-V/def2-TZVPD",
  "symbols": ["F", "O", "N", "C", "C", "H", "H", "H", "H"],
  "coordinates": [[2.53, -0.82, -0.01], [1.99, 1.62, -0.02], [1.52, 0.53, 0.03], [0.45, 0.03, 0.77], [0.45, 0.02, -0.76], [-0.05, 0.85, 1.25], [0.72, -0.92, 1.18], [0.78, -0.81, -1.31], [-0.18, 0.69, -1.25]],
  "e_lumo_ev": [0.06, 0.06]
}

=====

{
  "formula": "C2H4FNO",
  "method": "ωB97M-V/def2-TZVPD",
  "symbols": ["F", "O", "N", "C", "C", "H", "H", "H", "H"],
  "coordinates": [[-1.02, -1.76, -0.22], [0.38, 1.00, 1.77], [-0.44, -0.19, 0.14], [0.16, 0.36, -1.07], [-0.02, -0.06, 1.41], [-0.16, -0.90, 2.05], [1.22, -0.09, -1.21], [-0.43, 0.11, -2.00], [0.31, 1.52, -0.87]],
  "e_lumo_ev": -0.96
}

=====

{
  "formula": "C2H4FNO",
  "method": "ωB97M-V/def2-TZVPD",
  "symbols": ["F", "O", "N", "C", "C", "H", "H", "H", "H"],
  "coordinates": [[1.61, -1.14, 0.02], [-2.23, -0.41, 0.01], [-0.91, -0.62, -0.01], [1.31, 0.20, -0.02], [-0.16, 0.42, 0.03], [-2.61, -1.27, -0.08], [-0.46, 1.49, 0.04], [1.73, 0.72, -0.91], [1.71, 0.60, 0.93]],
  "smiles": "O/N=C/CF",
  "e_lumo_ev": 1.12
}